# 1
The following is a DFT calculation (the ωB97M-V functional and the def2-TZVPD basis) of C32H49BrClO2PSn as an isolated structure in a non-equilibrium geometry.

XYZ file:
```
87
C32H49BrClO2PSn (the ωB97M-V functional and the def2-TZVPD basis)
Sn 0.62468 0.61872 3.24092
Cl 1.95480 1.98626 1.73935
P -1.32290 -0.13499 0.56579
C 2.68484 0.19961 -1.29804
H 2.72161 1.21657 -0.87806
H 1.73120 -0.22138 -0.95258
C -2.39142 1.15747 1.42975
C -1.48069 -1.71521 1.58268
C -3.89732 1.14529 1.19567
H -2.20209 0.95848 2.50324
C -4.56379 2.17366 2.12031
H -4.11340 1.41023 0.15055
H -4.33094 0.15194 1.37820
C -3.97012 3.58393 1.97911
H -5.64076 2.20024 1.91501
H -4.44489 1.83819 3.15965
C -2.44004 3.60900 2.00978
H -4.31414 4.01876 1.03148
H -4.36379 4.22394 2.77658
C -1.82759 2.55728 1.08130
H -2.07443 4.59975 1.72217
H -2.09083 3.42280 3.03395
H -2.08783 2.79470 0.03767
H -0.72777 2.56894 1.14749
C -2.10556 -0.46028 -1.11215
C -0.87419 -2.88653 0.79014
H -0.81292 -1.50352 2.44548
C -0.83716 -4.17415 1.62382
H -1.47130 -3.05946 -0.12024
H 0.14405 -2.62750 0.46336
C -2.18254 -4.51392 2.27427
H -0.51776 -5.00220 0.98149
H -0.07193 -4.06761 2.40431
C -2.83424 -3.31938 2.97988
H -2.86660 -4.90091 1.50766
H -2.04049 -5.32548 2.99720
C -2.87242 -2.04631 2.12544
H -3.85573 -3.57880 3.28045
H -2.27869 -3.10245 3.90158
H -3.57149 -2.18956 1.28823
H -3.26718 -1.21588 2.72844
C -2.06251 0.82836 -1.95882
H -1.37847 -1.17562 -1.54568
C -2.47167 0.56578 -3.41423
H -2.74535 1.57601 -1.52497
H -1.05279 1.26944 -1.92855
C -3.82726 -0.14151 -3.51440
H -2.50571 1.51928 -3.95550
H -1.70138 -0.05331 -3.89474
C -3.91523 -1.38738 -2.62228
H -4.62095 0.56274 -3.23122
H -4.01604 -0.42558 -4.55577
C -3.48013 -1.13374 -1.17071
H -4.94080 -1.77803 -2.62691
H -3.27095 -2.17174 -3.04292
H -4.23159 -0.50686 -0.67380
H -3.46337 -2.09020 -0.63228
C 1.98531 1.41224 -3.18389
C 2.72649 0.13787 -2.78447
H 0.89645 1.37279 -3.17007
C 4.10533 0.09905 -3.45845
H 2.14076 -0.74791 -3.06618
C 4.89400 1.35220 -3.10502
H 4.65536 -0.81002 -3.19396
H 3.90661 0.06448 -4.53694
C 4.19296 2.62294 -3.54926
H 5.05147 1.36764 -2.01787
H 5.88819 1.30654 -3.56225
C 2.69038 2.68064 -3.12451
H 4.72345 3.49769 -3.15989
H 4.22594 2.69544 -4.64181
H 2.64906 3.08320 -2.09183
H 2.16990 3.41188 -3.76023
Br 2.68851 -1.21523 3.75225
C 4.43431 -0.76589 2.90804
C 5.47057 -0.46792 3.77986
C 6.77181 -0.29976 3.28394
C 7.03494 -0.52104 1.92572
C 5.97773 -0.77468 1.03825
C 4.65849 -0.86680 1.52748
C 3.47208 -0.92462 0.61642
O 2.33042 -1.21444 0.95009
O 3.76506 -0.53252 -0.66282
H 5.26652 -0.35516 4.84138
H 7.57769 -0.05300 3.97779
H 8.05626 -0.46674 1.55103
H 6.16185 -0.93673 -0.02134
```

## Properties
Energy above the lowest of the compared OMol25 structures with the same formula, charge and spin ... 28.9 kcal per mole
F_max ... 1.95 eV/Å
Gap between HOMO and LUMO (spin up / spin down) ... 7.4 / 5.4 eV

Mulliken population analysis, charges in e, atoms 1 to 5: atom 1 (Sn): 0.46, atom 2 (Cl): -0.46, atom 3 (P): -0.19, atom 4 (C): 0.04, atom 5 (H): -0.08

# 2
The following is a DFT calculation (the ωB97M-V functional and the def2-TZVPD basis) of a 2-piece molecular cluster, C19H22Cl2N2O5S overall in a non-equilibrium geometry.

XYZ file:
```
51
C19H22Cl2N2O5S (the ωB97M-V functional and the def2-TZVPD basis)
O 6.26577 -0.98725 3.70531
O -1.52521 5.89402 -4.07265
O -3.33904 1.12582 -5.76267
Cl -2.72439 -6.03366 5.17361
Cl -2.15669 -3.55436 3.24712
O 4.37448 -0.61115 2.46991
O 3.02392 -2.45134 4.16643
S 0.51674 0.22774 -1.57626
C 5.07382 -1.16974 3.50175
C -1.62412 4.80433 -4.61221
C -3.24120 1.96136 -4.87520
C 4.77575 -2.63439 5.56776
C 3.69443 -3.44519 6.06993
C 4.32609 -2.06736 4.40252
C 2.66195 -3.30967 5.17755
C -0.16838 -5.67493 6.04989
C 1.08281 -5.04890 6.07068
C 0.33150 -3.52960 4.34982
C -1.17278 -5.22979 5.18505
C -0.92248 -4.14637 4.33443
C 1.34982 -3.96761 5.21432
N -4.36608 2.52825 -4.41493
N -1.65110 3.69650 -3.87415
C 2.20384 0.79558 -1.24124
C -1.72121 4.71363 -6.12220
C -4.56174 3.45644 -3.29909
C 0.02396 1.46275 -2.80655
C -1.43543 1.32092 -3.25201
C -1.82903 2.31662 -4.35458
H 3.46366 -0.93910 2.52382
H 5.76468 -2.50116 6.00064
H 3.70467 -4.05189 6.96916
H -0.36790 -6.51662 6.70616
H 1.84304 -5.42669 6.74763
H 0.50122 -2.69795 3.67216
H -5.19685 2.20618 -4.88868
H -1.56062 3.84442 -2.88212
H 2.67138 0.13716 -0.50895
H 2.78672 0.77871 -2.16241
H 2.17739 1.81142 -0.84672
H -2.67337 4.27076 -6.40522
H -1.65419 5.71717 -6.53923
H -0.90132 4.11106 -6.50679
H -3.95578 3.15948 -2.44184
H -4.29623 4.47213 -3.60048
H -5.61081 3.45111 -2.99649
H 0.67231 1.35984 -3.67756
H 0.17500 2.45400 -2.37851
H -2.08663 1.45650 -2.38755
H -1.57636 0.30709 -3.63040
H -1.14600 2.15371 -5.18897
```

## Properties
F_max ... 2.27 eV/Å
Gap between HOMO and LUMO ... 8.4 eV

Mulliken population analysis, charges in e, atoms 1 to 5: atom 1 (O): -0.57, atom 2 (O): -0.68, atom 3 (O): -0.69, atom 4 (Cl): -0.19, atom 5 (Cl): -0.20

# 3
The following is a DFT calculation (the ωB97M-V functional and the def2-TZVPD basis) of C30H27Br2IrN4OS2 as an isolated structure in a non-equilibrium geometry.

XYZ file:
```
67
C30H27Br2IrN4OS2 (the ωB97M-V functional and the def2-TZVPD basis)
Ir -0.10508 -0.64113 0.18243
C -0.19172 2.26168 -0.55173
N 0.01611 0.97651 -1.27031
C 1.28560 1.19871 -2.08019
C 1.90507 0.02123 -2.81792
N 2.51327 -0.90603 -1.89427
C 2.84813 -2.19130 -2.48200
C 3.60710 -0.33264 -1.19240
C 4.77534 0.07437 -1.82600
C 5.83742 0.58136 -1.09347
C 5.73948 0.68086 0.28899
C 4.57758 0.29886 0.93052
C 3.49758 -0.20450 0.19716
S 2.06443 -0.67211 1.09877
C -1.04403 0.71756 -2.25986
C -1.67376 1.73707 -2.95087
C -2.62322 1.43104 -3.91719
C -2.93335 0.11042 -4.19932
C -2.29828 -0.91205 -3.51712
C -1.34958 -0.61197 -2.54444
S -0.53580 -1.89895 -1.68049
H 0.02825 3.10565 -1.20532
H 0.49090 2.29660 0.29196
H -1.22276 2.33142 -0.21195
H 2.02042 1.61837 -1.39014
H 1.02458 1.96879 -2.80933
H 2.63730 0.44685 -3.52393
H 1.15958 -0.50928 -3.41291
H 3.65075 -2.12973 -3.23093
H 1.95587 -2.60120 -2.96244
H 3.16809 -2.86906 -1.69089
H 4.86307 -0.02297 -2.90140
H 6.74346 0.88963 -1.59746
H 6.56708 1.07102 0.86566
H 4.49461 0.39293 2.00589
H -1.43648 2.77300 -2.75417
H -3.11958 2.23115 -4.44828
H -3.68108 -0.12434 -4.94425
H -2.54543 -1.94632 -3.71697
Br -5.19007 -0.36230 -0.16037
C -4.09089 0.50313 1.09157
C -4.65760 1.33987 2.06169
C -3.87401 1.98916 2.97455
Br -4.68598 3.13203 4.24220
C -2.46816 1.82064 2.96903
C -1.57471 2.46419 3.85024
C -0.23434 2.22947 3.73703
C 0.23544 1.34405 2.75857
N -0.56248 0.71601 1.92022
C -1.90932 0.95364 2.00174
C -2.72207 0.30631 1.02625
O -2.15955 -0.44643 0.12544
H -5.73010 1.47510 2.07304
H -1.96108 3.14344 4.59726
H 0.47873 2.71435 4.38783
H 1.29208 1.13396 2.66305
C -1.63750 -3.92781 3.43706
C -0.61515 -3.05202 3.77108
C -0.10343 -2.21328 2.80296
N -0.54559 -2.20927 1.53855
C -1.53718 -3.05186 1.21939
C -2.09650 -3.92565 2.13056
H -2.06706 -4.58896 4.17674
H -0.20935 -3.00547 4.77104
H 0.69826 -1.53081 3.04666
H -1.89321 -3.01159 0.19932
H -2.89011 -4.58138 1.80381
```

## Properties
Energy above the lowest of the compared OMol25 structures with the same formula, charge and spin ... 0.0 kcal per mole
Charge ... +1
Spin multiplicity ... 2
F_max ... 1.32 eV/Å
Gap between HOMO and LUMO (spin up / spin down) ... 7.3 / 4.8 eV
<S²> ... 0.76

Mulliken population analysis, charges in e, atoms 1 to 5: atom 1 (Ir): 3.25, atom 2 (C): -1.49, atom 3 (N): 0.19, atom 4 (C): -0.93, atom 5 (C): -1.59

# 4
The following is a DFT calculation (the ωB97M-V functional and the def2-TZVPD basis) of an isolated ion of composition C7H11N2OSi and charge -1 in a non-equilibrium geometry.

XYZ file:
```
22
C7H11N2OSi (the ωB97M-V functional and the def2-TZVPD basis)
C 2.71371 2.72695 1.04699
C 2.17511 1.71463 0.72427
C -1.48794 -1.31989 -1.07446
C -0.97191 -0.07396 -1.43476
C 1.75195 -0.52703 1.74166
C -0.20274 0.77607 0.73503
C 1.38370 0.49095 0.66586
N -1.04758 -2.01133 -0.05540
N -0.78940 0.98012 -0.63004
O -0.76934 2.16300 -1.12126
Si -2.62072 -2.02552 -2.37008
H 3.27990 3.64251 1.07809
H -1.02327 0.32660 -2.41845
H 1.44699 -0.01992 2.68513
H 1.35608 -1.55915 1.55751
H 2.81318 -0.74975 1.72297
H -0.83118 0.08911 1.31632
H -0.27598 1.80505 1.09916
H 1.63658 -0.01569 -0.32171
H -1.55639 -2.90682 -0.11702
H -3.29813 -0.77297 -2.93655
H -3.68262 -2.73296 -1.89325
```

## Properties
Energy above the lowest of the compared OMol25 structures with the same formula, charge and spin ... 36.8 kcal per mole
Charge ... -1
F_max ... 4.25 eV/Å
Gap between HOMO and LUMO (spin up / spin down) ... 5.8 / 5.8 eV

Mulliken population analysis, charges in e, atoms 1 to 5: atom 1 (C): 0.21, atom 2 (C): -1.22, atom 3 (C): 0.28, atom 4 (C): -0.41, atom 5 (C): -1.50

# 5
The following is a DFT calculation (the ωB97M-V functional and the def2-TZVPD basis) of one molecule with the formula C4H6O2.

XYZ file:
```
12
C4H6O2 (the ωB97M-V functional and the def2-TZVPD basis)
O 1.43588 -0.32426 -0.90641
C 0.24580 -0.18698 -0.21049
C -0.78819 0.72563 -0.77573
C -0.06391 1.13319 0.47546
C -0.11681 -1.38766 0.58611
O 0.74290 -2.10456 1.05042
H 1.96272 -0.95664 -0.38981
H -1.83623 0.44388 -0.70543
H -0.51593 1.23896 -1.69244
H -0.59458 1.13115 1.42288
H 0.72169 1.87856 0.39352
H -1.19335 -1.59127 0.75193
```

## Properties
Energy above the lowest of the compared OMol25 structures with the same formula, charge and spin ... 37.2 kcal per mole
F_max ... 0.57 eV/Å
Gap between HOMO and LUMO ... 10.7 eV

Mulliken population analysis, charges in e, atoms 1 to 5: atom 1 (O): -0.57, atom 2 (C): 0.88, atom 3 (C): -0.70, atom 4 (C): -0.68, atom 5 (C): -0.10

# 6
The following is a DFT calculation (the ωB97M-V functional and the def2-TZVPD basis) of one molecule with the formula C3H11N3O in a non-equilibrium geometry.

XYZ file:
```
18
C3H11N3O (the ωB97M-V functional and the def2-TZVPD basis)
C -0.40793 0.21508 -0.29832
C -0.93214 -0.12167 1.05833
C -0.72066 -0.80330 -1.37349
N 1.02283 0.09570 0.25747
N 1.94812 -0.29399 -0.72837
N 1.53530 1.17191 1.03338
O -2.50582 0.00600 0.80997
H -2.82771 -0.76944 0.33589
H -0.61926 1.24838 -0.60231
H 2.22450 0.51339 -1.29273
H 2.77835 -0.65202 -0.26651
H 1.11314 2.06155 0.76453
H 1.36629 0.99173 2.01650
H -0.73494 -1.14752 1.37782
H -0.84916 0.65037 1.82061
H -0.63782 -1.81660 -0.98695
H -1.73681 -0.64969 -1.73002
H -0.01628 -0.69989 -2.19577
```

## Properties
Energy above the lowest of the compared OMol25 structures with the same formula, charge and spin ... 87.7 kcal per mole
F_max ... 6.17 eV/Å
Gap between HOMO and LUMO ... 9.9 eV

Mulliken population analysis, charges in e, atoms 1 to 5: atom 1 (C): 0.53, atom 2 (C): -0.58, atom 3 (C): -1.45, atom 4 (N): 0.28, atom 5 (N): -0.65

| no. | E (eV) |
| --- | --- |
| 1 | -135758.6023 |
| 2 | -69158.4983 |
| 3 | -204146.7274 |
| 4 | -20337.0070 |
| 5 | -8338.8466 |
| 6 | -9804.1990 |